Formula: C22H15Br2ClNO4S
Source: the OMol25 dataset
Level of theory: the ωB97M-V functional and the def2-TZVPD basis

Atoms and positions in Å:
Br: 5.292 0.619 3.164
Br: 2.010 5.280 2.981
Cl: 0.567 0.934 -1.104
S: 1.946 -1.377 -2.281
O: 2.711 -0.334 -2.934
O: 2.571 -2.274 -1.325
O: -5.150 1.704 2.777
O: 4.557 3.596 2.995
N: 0.996 -5.451 -8.188
C: 3.621 1.393 2.782
C: 1.185 -4.008 -6.019
C: 1.135 2.634 2.307
C: 2.181 3.422 2.704
C: -3.562 0.165 1.911
C: 1.190 -3.752 -3.592
C: 1.473 -2.387 -3.732
C: 1.253 1.212 2.161
C: 0.166 0.365 1.856
C: 2.554 0.647 2.365
C: 1.411 -2.632 -6.145
C: -1.526 1.559 3.234
C: 1.055 -4.556 -4.735
C: 1.544 -1.818 -5.015
C: 1.091 -4.822 -7.205
C: -3.864 1.281 2.735
C: 3.564 2.886 2.823
C: -2.249 -0.091 1.601
C: -5.429 2.851 3.611
C: -2.837 1.897 3.485
C: 0.505 -0.681 -1.581
C: -1.178 0.625 2.218
H: 0.183 3.113 2.098
H: -3.091 2.667 4.214
H: 1.120 -4.187 -2.590
H: -4.781 3.710 3.375
H: 1.507 -2.186 -7.138
H: -0.455 -1.048 -1.952
H: -4.391 -0.413 1.498
H: -1.989 -0.837 0.851
H: 2.654 -0.426 2.215
H: -5.314 2.601 4.677
H: -6.466 3.086 3.378
H: 0.874 -5.627 -4.623
H: 1.751 -0.754 -5.156
H: 0.365 -0.633 1.476
H: -0.753 2.047 3.823

Calculated values
HOMO-LUMO gap in eV: 4.34
HOMO energy in eV: -3.44
E_tot in a.u.: -7209.4055
Total charge: -1
LUMO energy in eV: 0.90

Here are the Mulliken charges for atoms 1 to 6, given in e: atom 1 (Br): -0.153, atom 2 (Br): -0.168, atom 3 (Cl): -0.217, atom 4 (S): 1.161, atom 5 (O): -0.726, atom 6 (O): -0.652

Formula: C25H30N4O4S
Source: the OMol25 dataset
Level of theory: the ωB97M-V functional and the def2-TZVPD basis

Atoms and positions in Å:
S: -3.976 -1.130 -4.299
O: -4.118 -1.223 -5.722
O: -5.015 -0.517 -3.533
O: -1.476 1.057 -0.133
O: 1.565 3.526 0.409
N: -3.777 -2.687 -3.721
N: 1.775 0.350 3.868
N: 0.873 1.738 1.596
N: 1.285 1.407 -3.137
C: -2.800 -3.467 -4.435
C: 1.537 1.853 -1.886
C: 0.595 0.330 1.734
C: -1.461 -0.229 -4.955
C: 2.157 1.732 3.677
C: 2.379 -0.370 4.920
C: 3.516 -1.781 7.031
C: -2.137 0.144 -2.685
C: -0.236 0.342 -4.700
C: 1.089 2.401 0.446
C: 3.632 -0.027 5.420
C: -2.413 -0.319 -3.947
C: 1.058 2.414 2.861
C: 2.263 -2.119 6.554
C: -0.893 0.708 -2.395
C: 0.283 -1.786 5.067
C: 0.694 1.725 -0.832
C: -3.752 -2.809 -2.286
C: 0.072 0.822 -3.416
C: 1.686 -0.323 2.590
C: 4.211 -0.718 6.473
C: 5.553 -0.314 7.007
C: -0.635 1.161 -1.013
C: 1.670 -1.426 5.510
C: 2.275 1.585 -4.174
H: 1.722 -2.935 7.013
H: 2.244 2.218 4.651
H: 1.452 -1.376 2.743
H: 0.116 2.373 3.418
H: 6.106 -1.181 7.361
H: -2.997 -4.528 -4.273
H: 2.490 2.343 -1.736
H: -0.300 -2.135 5.916
H: 3.114 1.834 3.137
H: -1.773 -3.243 -4.115
H: -0.208 -0.921 4.629
H: 1.318 3.452 2.651
H: 2.599 0.620 -4.570
H: -2.876 0.100 -1.901
H: -2.913 -3.238 -5.491
H: -4.490 -2.117 -1.890
H: -2.765 -2.578 -1.865
H: 3.949 -2.338 7.849
H: 1.873 2.190 -4.989
H: -0.382 0.203 2.212
H: 4.177 0.792 4.975
H: 2.647 -0.260 2.047
H: -1.717 -0.595 -5.936
H: 5.428 0.371 7.846
H: 0.299 -2.588 4.327
H: -4.027 -3.827 -2.007
H: 0.571 -0.148 0.756
H: 0.482 0.417 -5.500
H: 6.140 0.192 6.244
H: 3.140 2.098 -3.759

Calculated values
HOMO-LUMO gap in eV: 7.96
HOMO energy in eV: -8.10
E_tot in a.u.: -1888.8455
ΔE to the lowest compared entry with this formula, charge and spin in kJ/mol: 111.0
LUMO energy in eV: -0.14
SMILES: Cc1ccc(C)c(N2CCN(C(=O)c3cn(C)c4ccc(S(=O)(=O)N(C)C)cc4c3=O)CC2)c1

Here are the Mulliken charges for atoms 1 to 6, given in e: atom 1 (S): 1.214, atom 2 (O): -0.713, atom 3 (O): -0.698, atom 4 (O): -0.742, atom 5 (O): -0.694, atom 6 (N): 0.034

Formula: C19H23BN5O4S2Sn
Source: the OMol25 dataset
Level of theory: the ωB97M-V functional and the def2-TZVPD basis

Atoms and positions in Å:
Sn: -0.446 -0.421 -1.609
S: -0.910 4.385 -1.592
S: -5.794 -1.112 -2.130
O: 2.646 0.844 -0.841
O: 0.276 1.906 1.005
O: 2.674 -1.409 -1.063
O: -1.471 -2.306 1.128
N: -0.641 1.659 -1.997
N: -3.647 -0.240 -1.025
N: -4.184 0.813 -1.689
N: -3.962 -2.540 -0.685
N: -0.569 -0.228 0.663
C: 3.799 0.402 -0.111
C: -0.747 2.811 -1.793
C: -1.185 -1.402 4.087
C: -4.337 -1.334 -1.152
C: 0.055 1.133 4.035
C: 4.000 -1.045 -0.652
C: 4.511 -2.051 0.368
C: -1.028 -1.214 1.472
C: -0.862 -0.781 2.900
C: -6.003 1.542 -3.181
C: -5.276 0.576 -2.307
C: 4.890 -1.082 -1.897
C: -0.123 0.846 1.417
C: -5.720 1.252 -4.662
C: -0.265 0.515 5.243
C: 3.430 0.420 1.375
C: -0.264 0.468 2.872
C: -0.886 -0.728 5.269
C: 4.962 1.355 -0.340
B: 1.916 -0.254 -1.237
H: -5.648 2.539 -2.923
H: 0.541 2.101 4.015
H: -4.657 1.380 -4.863
H: -4.654 -3.248 -0.538
H: 3.800 -2.179 1.182
H: 5.935 -0.900 -1.638
H: 4.556 -0.337 -2.619
H: 5.844 1.000 0.198
H: 4.689 2.338 0.044
H: 5.200 1.456 -1.397
H: 2.652 -0.316 1.583
H: 4.296 0.224 2.010
H: -6.001 0.227 -4.907
H: -0.044 1.016 6.177
H: 5.471 -1.726 0.775
H: -1.670 -2.370 4.093
H: -7.077 1.489 -2.987
H: -1.145 -1.178 6.220
H: 4.805 -2.066 -2.361
H: -3.114 -2.553 -0.114
H: 4.646 -3.016 -0.122
H: -6.278 1.935 -5.305
H: 3.020 1.403 1.607

Calculated values
HOMO-LUMO gap in eV: 6.25
HOMO energy in eV: -3.87
E_tot in a.u.: -2348.3156
ΔE to the lowest compared entry with this formula, charge and spin in kJ/mol: 24.8
Total charge: -1
LUMO energy in eV: 2.39

Here are the Mulliken charges for atoms 1 to 6, given in e: atom 1 (Sn): 0.648, atom 2 (S): -0.511, atom 3 (S): -0.267, atom 4 (O): -0.578, atom 5 (O): -0.513, atom 6 (O): -0.604

Formula: C43H44N3O5STa
Source: the OMol25 dataset
Level of theory: the ωB97M-V functional and the def2-TZVPD basis

Atoms and positions in Å:
Ta: -0.962 -1.474 0.611
S: -2.831 -2.076 2.181
O: -1.637 -2.011 -1.074
O: 0.824 -1.290 0.031
O: 0.088 2.918 -0.700
O: -0.706 0.177 1.514
O: 1.892 1.806 -1.515
N: -5.339 -1.294 2.172
N: -2.818 0.116 0.154
N: -4.106 -0.136 0.677
C: 4.057 -3.016 -1.791
C: 2.340 -0.368 2.197
C: 4.166 0.912 3.106
C: -1.180 -0.500 -2.860
C: -0.773 2.399 2.237
C: 4.310 -2.547 -3.078
C: 4.502 1.322 1.821
C: 0.370 1.805 0.142
C: -2.061 0.647 -2.382
C: -0.965 2.673 4.627
C: 3.769 -1.341 -3.481
C: -0.862 1.475 1.008
C: 2.660 0.050 0.914
C: 2.220 4.063 -0.804
C: -0.414 3.740 2.130
C: 0.245 -1.269 -4.678
C: -2.814 0.955 -1.055
C: -4.127 -1.038 1.594
C: -1.043 -1.748 -2.288
C: -4.398 2.874 0.498
C: -3.203 2.511 0.967
C: -1.849 -5.036 0.322
C: 0.379 -2.511 -4.062
C: 3.760 0.889 0.733
C: -0.232 -5.847 2.052
C: 1.043 0.864 -0.864
C: 1.269 3.099 -1.478
C: -1.110 -4.676 1.604
C: 1.838 -0.344 -0.307
C: 0.861 3.513 -2.869
C: -2.304 1.511 0.351
C: -1.049 1.873 3.495
C: -0.332 4.538 3.264
C: 3.276 -2.272 -0.927
C: 3.089 0.059 3.288
C: -4.877 2.368 -0.759
C: 2.723 -1.055 -1.329
C: -4.128 1.530 -1.471
C: -0.515 -0.287 -4.072
C: -0.606 4.008 4.517
C: 2.972 -0.596 -2.613
C: -0.259 -2.743 -2.861
C: -0.245 -3.418 1.459
H: 1.813 5.075 -0.830
H: 5.350 1.976 1.665
H: 1.506 -1.034 2.363
H: 2.824 -0.276 4.282
H: -1.334 0.835 3.588
H: -1.180 2.245 5.598
H: -1.530 1.575 -2.610
H: 0.579 -3.628 0.763
H: 4.474 -3.960 -1.463
H: -2.857 3.003 1.861
H: 0.993 -3.285 -4.505
H: 4.927 -3.123 -3.756
H: 0.287 -5.625 2.987
H: -0.618 0.681 -4.553
H: 1.149 2.071 0.863
H: 4.035 1.201 -0.267
H: -2.874 0.621 -3.106
H: -5.821 2.715 -1.161
H: -0.212 4.170 1.158
H: 0.743 -1.064 -5.617
H: -1.142 -5.152 -0.508
H: 3.954 -0.968 -4.481
H: 0.529 -6.064 1.296
H: -0.054 5.579 3.163
H: -2.576 -4.275 0.035
H: -2.380 -5.983 0.437
H: 0.329 0.454 -1.576
H: 4.745 1.248 3.956
H: 0.289 2.711 -3.336
H: -4.975 3.613 1.040
H: -6.072 -0.621 2.028
H: -0.537 4.630 5.400
H: 1.744 3.716 -3.477
H: -0.167 -3.688 -2.343
H: -1.854 -4.504 2.385
H: -5.373 -1.884 2.982
H: 2.547 0.336 -2.953
H: 3.181 4.057 -1.320
H: 2.386 3.768 0.232
H: -0.821 -6.755 2.202
H: 0.229 -3.207 2.428
H: 3.081 -2.637 0.075
H: -4.477 1.235 -2.451
H: 0.248 4.414 -2.828

Calculated values
HOMO-LUMO gap in eV: 8.96
HOMO energy in eV: -8.43
E_tot in a.u.: -2660.6978
ΔE to the lowest compared entry with this formula, charge and spin in kJ/mol: 202.2
LUMO energy in eV: 0.52

Here are the Mulliken charges for atoms 1 to 6, given in e: atom 1 (Ta): 1.301, atom 2 (S): -0.725, atom 3 (O): -0.748, atom 4 (O): 0.340, atom 5 (O): -0.474, atom 6 (O): -0.226

Formula: C14H17Br3ClFN3OPS
Source: the OMol25 dataset
Level of theory: the ωB97M-V functional and the def2-TZVPD basis

Atoms and positions in Å:
Br: -5.225 1.966 3.001
Br: -2.049 3.533 1.991
Br: 5.929 -1.304 -2.875
Cl: 1.045 -1.801 3.150
S: -0.710 -0.116 -5.419
P: 4.362 -0.866 -1.347
F: 3.525 -0.357 -4.324
O: 4.264 -2.289 -0.481
N: 0.899 -0.177 -5.348
N: -0.915 -0.743 -0.940
N: -1.162 -0.322 -3.853
C: 0.013 -0.470 -3.232
C: 1.192 -0.378 -4.052
C: 1.486 -0.817 -1.297
C: -1.852 0.453 0.993
C: 2.697 -0.723 -2.147
C: 0.225 -0.676 -1.815
C: 0.632 -2.934 1.808
C: -3.658 2.401 4.069
C: -3.053 3.714 3.649
C: 1.557 -1.075 0.219
C: 1.370 -2.601 0.477
C: -1.024 1.747 -1.097
C: 2.494 -0.498 -3.474
C: -1.217 0.379 -0.404
H: 2.537 -0.723 0.576
H: 0.998 -3.924 2.127
H: 2.314 -3.163 0.495
H: -0.452 -3.049 1.667
H: -1.657 2.517 -0.635
H: -4.018 2.457 5.095
H: -2.608 1.271 0.927
H: -1.309 1.693 -2.158
H: -2.300 -0.501 1.298
H: 0.756 -0.550 0.751
H: 0.747 -3.004 -0.337
H: -3.791 4.495 3.489
H: -1.057 0.824 1.658
H: 0.043 2.025 -1.019
H: -2.327 4.053 4.387
H: 4.268 -2.033 0.452
H: -2.969 1.566 3.975

Calculated values
HOMO-LUMO gap in eV: 7.64
HOMO energy in eV: -8.46
E_tot in a.u.: -9804.8202
LUMO energy in eV: -0.82

Here are the Mulliken charges for atoms 1 to 6, given in e: atom 1 (Br): -0.120, atom 2 (Br): -0.096, atom 3 (Br): -0.215, atom 4 (Cl): -0.217, atom 5 (S): 0.154, atom 6 (P): 0.065

Formula: C4H9NO
Source: the OMol25 dataset
Level of theory: the ωB97M-V functional and the def2-TZVPD basis

Atoms and positions in Å:
O: -0.458 0.872 0.320
N: 1.548 0.391 -0.875
C: 2.557 -0.188 -0.172
C: 0.886 0.913 0.192
C: -2.411 -0.494 0.270
C: -1.150 -0.100 -0.470
H: -2.166 -0.931 1.243
H: 1.251 1.868 0.567
H: -2.970 -1.230 -0.315
H: 3.576 -0.159 -0.581
H: -1.381 0.340 -1.447
H: 1.891 0.381 1.065
H: -3.051 0.378 0.435
H: 2.367 -1.087 0.416
H: -0.490 -0.957 -0.649

Calculated values
HOMO-LUMO gap in eV: 9.81
HOMO energy in eV: -9.14
E_tot in a.u.: -287.6474
ΔE to the lowest compared entry with this formula, charge and spin in kJ/mol: 485.8
LUMO energy in eV: 0.67

Here are the Mulliken charges for atoms 1 to 6, given in e: atom 1 (O): -0.295, atom 2 (N): -0.478, atom 3 (C): -0.474, atom 4 (C): -0.134, atom 5 (C): -1.158, atom 6 (C): -0.220

In eV/A, the maximum force values for the records above are, in order, 2.864 1.102 1.027 1.280 1.910 0.315.